[1]
C3H13NO3 | ωB97M-V/def2-TZVPD

The geometry in XYZ format:
```
20
Properties=species:S:1:pos:R:3
N -0.814 1.629 -2.845
C -0.547 0.538 -1.924
C -1.049 0.761 -0.485
C -0.632 -0.286 0.543
O -0.987 0.139 1.881
H -1.775 1.574 -3.163
H -0.693 2.555 -2.449
H 0.526 0.341 -1.952
H -1.031 -0.345 -2.336
H -0.795 1.756 -0.121
H -2.140 0.686 -0.556
H -1.130 -1.239 0.361
H 0.442 -0.414 0.636
H -1.930 0.349 1.811
O 1.342 1.018 4.490
H 0.899 0.214 4.811
H 0.636 1.505 4.075
O 2.331 -3.464 -2.239
H 1.614 -3.331 -1.579
H 2.873 -2.672 -2.291
```

As for the electronic energy: -402.54579 a.u. For the LUMO energy, the calculation gives 0.61 eV. The maximum force is 0.02440 Eh/bohr. As for the charge: 0. Its multiplicity is 1. Its SMILES is NCCCO.O.O.


[2]
C12H21N3ReS4 | ωB97M-V/def2-TZVPD

The geometry in XYZ format:
```
41
Properties=species:S:1:pos:R:3
Re 0.002 0.039 1.347
C -1.802 2.719 1.012
C -2.658 1.652 1.710
S -2.331 -0.002 0.912
C -2.634 -1.517 1.955
C -1.762 -2.677 1.449
S 0.011 -2.144 0.871
C 1.816 -2.653 1.372
C 2.661 -1.503 1.935
S 2.333 0.038 0.936
C 2.622 1.678 1.780
C 1.742 2.759 1.123
S -0.008 2.149 0.565
H -1.723 3.643 1.589
H -2.172 2.960 0.015
H -3.698 1.918 1.489
H -2.526 1.585 2.787
H -3.668 -1.828 1.776
H -2.506 -1.282 3.010
H -2.147 -3.127 0.534
H -1.630 -3.457 2.201
H 2.186 -3.009 0.410
H 1.745 -3.501 2.054
H 3.703 -1.791 1.753
H 2.523 -1.304 2.995
H 3.656 1.969 1.569
H 2.487 1.578 2.855
H 2.146 3.106 0.173
H 1.585 3.617 1.779
N 0.083 -1.804 6.456
C 0.035 -0.787 5.619
C 0.051 -0.937 4.201
N -0.003 0.150 3.403
C -0.071 1.381 3.964
C -0.081 1.490 5.360
N -0.031 0.455 6.155
H 0.131 -2.771 6.176
H 0.070 -1.606 7.452
H 0.108 -1.913 3.742
H -0.113 2.253 3.332
H -0.131 2.476 5.813
```

As for the electronic energy: -2303.38534 a.u. For the LUMO energy (alpha / beta), the calculation gives -16.75 / -16.41 eV. The maximum force is 0.02557 Eh/bohr. As for the charge: +4. As for the expectation value of S²: 0.76. Its multiplicity is 2.


[3]
C10H11NOS2 | ωB97M-V/def2-TZVPD

The geometry in XYZ format:
```
25
Properties=species:S:1:pos:R:3
C 0.703 -0.202 3.037
C 0.019 -1.664 -1.971
C -0.052 -1.317 2.979
C 1.161 -2.183 -2.471
C 0.453 0.625 1.921
C 0.124 -0.290 -1.747
C -0.198 -0.090 0.975
C 0.958 1.992 1.602
C -2.330 0.313 -1.154
C -0.859 0.591 -1.083
N 1.259 0.260 -2.114
O -0.621 1.985 -1.233
S -0.783 -1.606 1.431
S 2.300 -0.859 -2.721
H 1.266 0.110 3.800
H -0.692 -2.377 -1.797
H -0.041 -2.025 3.840
H 1.564 -3.117 -2.719
H 0.914 2.681 2.472
H 2.096 2.044 1.401
H 0.457 2.514 0.730
H -2.699 0.656 -2.192
H -2.723 0.735 -0.245
H -2.484 -0.680 -1.018
H 0.209 1.905 -1.722
```

As for the electronic energy: -1313.88422 a.u. For the LUMO energy, the calculation gives 0.21 eV. The maximum force is 0.08828 Eh/bohr. As for the charge: 0. Its multiplicity is 1.


[4]
C14H30ClN3O8P | ωB97M-V/def2-TZVPD

The geometry in XYZ format:
```
57
Properties=species:S:1:pos:R:3
C 1.753 2.846 1.638
C 0.138 2.614 1.272
C -0.126 1.163 0.557
C -0.577 1.231 -1.019
C -2.155 1.726 -1.066
N 0.333 2.021 -1.931
C 1.588 1.665 -2.358
N 2.255 0.332 -2.018
C 2.776 -0.063 -3.425
C 3.289 1.331 -4.125
P 5.128 1.553 -4.589
O 6.098 2.093 -3.235
Cl 5.846 -0.449 -4.983
N 2.603 2.356 -3.245
O 3.364 3.327 -2.701
H 2.219 1.782 1.908
H 2.344 3.326 0.746
H 1.848 3.539 2.604
H -0.397 2.563 2.337
H -0.336 3.534 0.722
H -1.038 0.665 1.141
H 0.793 0.449 0.749
H -0.583 0.111 -1.414
H -2.497 2.019 0.033
H -2.286 2.693 -1.720
H -2.881 0.862 -1.423
H -0.039 2.954 -2.286
H 1.542 -0.442 -1.845
H 1.846 -0.466 -4.025
H 3.635 -0.804 -3.137
H 2.717 1.389 -5.157
H 5.853 1.523 -2.439
H 2.900 3.808 -1.955
C 0.260 -2.225 4.906
O -0.431 -1.041 4.512
C -1.545 -0.777 5.241
O -1.974 -1.450 6.165
O -2.098 0.367 4.763
C -3.287 0.770 5.440
H 1.133 -2.339 4.257
H 0.609 -2.142 5.941
H -0.379 -3.105 4.781
H -3.080 0.973 6.496
H -4.068 0.010 5.336
H -3.643 1.694 4.976
C -1.456 -4.715 -3.205
O -1.685 -3.514 -2.470
C -2.458 -3.673 -1.366
O -2.947 -4.722 -0.978
O -2.592 -2.462 -0.768
C -3.387 -2.477 0.416
H -0.827 -4.470 -4.065
H -0.927 -5.449 -2.589
H -2.401 -5.126 -3.575
H -2.935 -3.122 1.176
H -4.409 -2.799 0.191
H -3.427 -1.458 0.809
```

As for the electronic energy: -2118.73310 a.u. For the LUMO energy, the calculation gives -4.24 eV. The maximum force is 0.10617 Eh/bohr. As for the charge: +1. Its multiplicity is 1.


[5]
C22H45N2P3SeSm | ωB97M-V/def2-TZVPD

The geometry in XYZ format:
```
74
Properties=species:S:1:pos:R:3
Sm 0.095 0.718 -0.811
P -0.444 0.654 2.463
P 2.625 0.043 0.976
P -2.547 -0.195 -0.010
H 1.934 -2.050 -5.191
C 1.212 -1.292 -5.404
C 0.855 -0.337 -4.488
H 1.371 -0.216 -3.566
C -0.409 -0.983 3.348
C 0.691 1.611 3.575
C -1.989 1.299 3.224
C 3.476 -0.658 -0.485
C 3.890 1.184 1.602
C 2.828 -1.287 2.208
C -2.548 -0.875 -1.669
C -4.027 0.897 -0.012
C -3.074 -1.493 1.085
H 0.814 -1.321 -6.400
H 0.043 0.301 -4.809
H -0.775 -0.791 4.369
H 0.600 -1.395 3.365
H -1.060 -1.694 2.813
H 0.356 1.427 4.615
H 0.582 2.675 3.320
H 1.750 1.324 3.446
H -2.149 0.739 4.160
H -2.861 1.184 2.561
H -1.856 2.362 3.450
H 4.440 -1.074 -0.179
H 3.625 0.101 -1.251
H 2.873 -1.464 -0.928
H 4.885 0.746 1.514
H 3.722 1.459 2.644
H 3.883 2.127 1.037
H 3.888 -1.547 2.319
H 2.263 -2.173 1.899
H 2.460 -0.976 3.188
H -3.565 -1.141 -1.927
H -1.931 -1.764 -1.728
H -2.174 -0.183 -2.429
H -4.841 0.366 -0.540
H -3.835 1.848 -0.542
H -4.365 1.153 1.006
H -3.972 -1.957 0.698
H -3.297 -1.140 2.088
H -2.306 -2.255 1.172
C 0.364 -3.729 -1.329
C 1.158 -3.586 -2.435
C 1.051 -4.501 -3.465
C 0.298 -5.633 -3.308
C -0.420 -5.832 -2.139
C -0.374 -4.893 -1.144
Se 0.287 -2.263 -0.194
H 0.642 -1.069 -1.739
H 1.820 -2.743 -2.495
H 1.549 -4.296 -4.391
H 0.261 -6.386 -4.066
H -1.017 -6.712 -1.982
H -0.895 -4.994 -0.218
C -1.862 5.736 1.492
C -1.112 4.725 0.750
C 0.160 4.765 0.134
C 0.337 3.469 -0.407
N -0.763 2.709 -0.132
N -1.618 3.504 0.547
C 1.455 2.861 -1.186
H -1.205 6.281 2.175
H -2.317 6.481 0.808
H -2.691 5.308 2.089
H 0.845 5.576 0.112
H -2.507 3.138 0.903
H 2.287 3.598 -1.401
H 1.993 2.085 -0.585
H 1.142 2.444 -2.172
```

As for the electronic energy: -5057.17320 a.u. For the LUMO energy (alpha / beta), the calculation gives -11.09 / -11.01 eV. The maximum force is 0.06941 Eh/bohr. As for the charge: +3. As for the expectation value of S²: 8.79. Its multiplicity is 6.


[6]
C6H13N3O4 | ωB97M-V/def2-TZVPD

The geometry in XYZ format:
```
26
Properties=species:S:1:pos:R:3
C -2.731 -0.780 0.876
C -2.365 0.037 -0.431
C -3.278 1.228 -0.637
N -1.069 0.543 -0.161
N -0.079 -0.278 -0.529
O -0.209 -1.409 -1.027
N 1.187 0.281 -0.573
O 1.193 1.690 -0.395
C 2.096 1.839 0.625
O 3.072 0.817 0.469
C 2.314 -0.400 0.137
C 3.132 -1.406 -0.720
O 1.696 -0.912 1.250
H -3.729 -1.150 0.717
H -1.934 -1.675 1.077
H -2.760 0.049 1.524
H -2.468 -0.618 -1.335
H -3.572 1.723 0.321
H -4.123 0.854 -1.315
H -2.573 1.890 -1.145
H 1.660 1.664 1.694
H 2.578 2.819 0.531
H 4.035 -1.839 -0.079
H 3.250 -1.123 -1.775
H 2.402 -2.271 -0.844
H 2.273 -1.572 1.746
```

As for the electronic energy: -701.41050 a.u. For the LUMO energy (alpha / beta), the calculation gives 0.56 / 0.56 eV. The maximum force is 0.09333 Eh/bohr. As for the charge: 0. Its multiplicity is 1. Its SMILES is CC(C)/N=[N+](\[O-])N1OCO[C@@]1(C)O.


[7]
AgH12O6 | ωB97M-V/def2-TZVPD

The geometry in XYZ format:
```
19
Properties=species:S:1:pos:R:3
Ag -0.047 0.190 -0.055
O 1.803 0.879 0.072
H 2.543 0.346 0.257
H 2.017 1.855 -0.043
O 0.644 -1.686 -0.200
H 0.985 -2.369 0.391
H 0.474 -2.220 -1.011
O 0.086 0.212 -1.974
H -0.456 0.851 -2.439
H 0.773 0.000 -2.649
O 0.045 -0.300 1.906
H 0.776 -0.502 2.486
H -0.608 -0.983 2.181
O -1.868 -0.672 -0.172
H -1.969 -1.566 -0.587
H -2.690 -0.247 -0.134
O -0.715 1.873 0.346
H -0.150 2.472 0.896
H -1.647 1.864 0.737
```

As for the electronic energy: -604.78237 a.u. For the LUMO energy (alpha / beta), the calculation gives -7.34 / -9.03 eV. The maximum force is 0.13781 Eh/bohr. As for the charge: +2. As for the expectation value of S²: 0.75. Its multiplicity is 2.


[8]
C33H51N8O3P2W | ωB97M-V/def2-TZVPD

The geometry in XYZ format:
```
98
Properties=species:S:1:pos:R:3
W 0.131 -0.362 -0.698
C 3.066 2.558 0.295
C 2.944 2.275 -1.201
C 3.442 3.456 -2.036
P 1.234 1.729 -1.582
C 0.983 1.718 -3.405
C -0.418 1.168 -3.692
C 2.059 0.940 -4.160
C 0.049 2.941 -0.966
C 0.145 4.306 -1.196
C -0.740 5.210 -0.606
C -0.649 6.681 -0.876
C -1.709 4.696 0.254
C -1.847 3.335 0.469
C -0.993 2.441 -0.175
N -1.108 1.023 -0.036
C -2.200 0.504 0.740
C -3.538 0.807 0.504
C -4.516 0.098 1.177
C -4.202 -0.920 2.086
C -5.290 -1.686 2.776
C -2.857 -1.193 2.327
C -1.860 -0.480 1.672
P -0.078 -0.771 1.741
C 0.691 0.564 2.749
C 2.153 0.243 3.071
C -0.117 0.919 3.999
C 0.223 -2.455 2.401
C 0.044 -2.579 3.919
C 1.586 -2.993 1.954
H 4.099 2.813 0.538
H 2.775 1.696 0.893
H 2.448 3.410 0.583
H 3.538 1.386 -1.445
H 2.996 4.391 -1.702
H 3.262 3.343 -3.104
H 4.519 3.555 -1.895
H 1.019 2.770 -3.704
H -0.479 0.095 -3.449
H -0.645 1.243 -4.756
H -1.197 1.708 -3.150
H 1.966 -0.133 -3.988
H 3.070 1.258 -3.906
H 1.928 1.095 -5.232
H 0.922 4.693 -1.843
H 0.289 6.946 -1.359
H -0.739 7.254 0.047
H -1.465 6.994 -1.531
H -2.379 5.377 0.764
H -2.610 2.987 1.148
H -3.815 1.550 -0.233
H -5.558 0.318 0.977
H -5.999 -2.080 2.048
H -5.837 -1.037 3.461
H -4.890 -2.523 3.345
H -2.603 -1.973 3.033
H 0.662 1.423 2.068
H 2.230 -0.515 3.849
H 2.639 1.143 3.451
H 2.706 -0.102 2.195
H -0.114 0.111 4.729
H -1.150 1.172 3.765
H 0.341 1.788 4.473
H -0.565 -3.043 1.918
H 0.846 -2.082 4.461
H 0.078 -3.636 4.185
H -0.904 -2.178 4.273
H 2.399 -2.459 2.445
H 1.739 -2.911 0.875
H 1.668 -4.044 2.231
N 4.753 -0.783 0.640
N 5.249 -1.245 -0.581
C 4.453 -1.639 -1.580
N 5.025 -2.120 -2.669
N 3.106 -1.470 -1.369
N 2.293 -1.953 -2.273
O 2.568 -2.554 -3.279
O 1.032 -1.754 -2.031
H 5.177 0.115 0.844
H 5.019 -1.437 1.369
H 6.246 -1.379 -0.688
H 6.030 -2.194 -2.738
H 4.459 -2.483 -3.420
N -4.773 -5.811 -1.037
C -4.768 -4.529 -0.640
O -5.657 -3.968 -0.033
C -3.525 -3.711 -0.919
C -3.699 -2.417 -1.393
C -2.620 -1.568 -1.420
N -1.400 -1.931 -0.980
C -1.212 -3.213 -0.621
C -2.243 -4.129 -0.578
H -5.602 -6.361 -0.864
H -4.073 -6.188 -1.652
H -4.678 -2.069 -1.695
H -2.724 -0.551 -1.774
H -0.206 -3.495 -0.341
H -2.051 -5.138 -0.240
```

As for the electronic energy: -2700.73007 a.u. For the LUMO energy (alpha / beta), the calculation gives -9.58 / -9.00 eV. The maximum force is 0.01123 Eh/bohr. As for the charge: +3. As for the expectation value of S²: 2.21. Its multiplicity is 3.


[9]
C12H30Cl2HgN2O4 | ωB97M-V/def2-TZVPD

The geometry in XYZ format:
```
51
Properties=species:S:1:pos:R:3
Hg 9.044 -0.037 6.869
Cl 8.033 1.331 4.556
Cl 9.474 -1.356 9.326
C 11.350 -0.532 4.346
O 10.602 -1.081 5.411
C 10.597 -2.530 5.444
C 9.326 -3.081 6.116
N 8.179 -2.150 6.081
C 7.547 -2.161 4.776
C 6.657 -3.397 4.539
O 7.492 -4.491 4.186
C 6.753 -5.608 3.570
H 10.985 -0.934 3.401
H 12.417 -0.757 4.346
H 11.259 0.550 4.441
H 11.483 -2.838 5.999
H 10.751 -3.039 4.492
H 9.643 -3.145 7.156
H 9.182 -4.097 5.746
H 7.528 -2.567 6.731
H 8.217 -1.865 3.969
H 6.841 -1.343 4.920
H 5.913 -3.168 3.776
H 6.037 -3.675 5.391
H 7.456 -6.435 3.473
H 6.529 -5.351 2.535
H 5.882 -5.912 4.150
C 12.531 0.075 7.644
O 11.273 0.657 7.216
C 11.334 2.053 7.451
C 10.265 2.458 8.396
N 8.996 2.082 7.746
C 7.957 2.017 8.789
C 6.693 1.547 8.017
O 6.863 0.198 7.440
C 5.632 -0.510 7.057
H 12.510 -1.013 7.595
H 12.873 0.269 8.661
H 13.360 0.363 6.997
H 11.091 2.437 6.461
H 12.257 2.522 7.790
H 10.180 3.527 8.590
H 10.552 2.031 9.357
H 8.860 2.914 7.190
H 7.821 3.021 9.189
H 8.215 1.301 9.570
H 6.449 2.269 7.237
H 5.801 1.667 8.632
H 4.726 -0.421 7.656
H 5.791 -1.578 7.200
H 5.380 -0.359 6.008
```

As for the electronic energy: -1959.09176 a.u. For the LUMO energy (alpha / beta), the calculation gives -2.53 / -7.50 eV. The maximum force is 0.06509 Eh/bohr. As for the charge: +1. As for the expectation value of S²: 0.76. Its multiplicity is 2.


[10]
C5H10O2 | ωB97M-V/def2-TZVPD

The geometry in XYZ format:
```
17
Properties=species:S:1:pos:R:3
C -1.667 2.100 1.527
C -1.422 1.467 0.392
C -0.279 0.554 0.152
O 0.663 1.176 -0.609
C -0.173 -0.679 0.617
C 1.040 -1.538 0.812
H -1.234 2.051 2.513
H -2.258 2.988 1.345
H -1.971 1.731 -0.507
H 1.461 0.650 -0.720
H -0.980 -1.010 1.269
H 1.042 -2.433 0.191
H 1.206 -1.805 1.855
H 1.974 -1.014 0.587
O 1.200 -1.468 -3.015
H 0.873 -1.819 -3.845
H 0.524 -0.953 -2.564
```

As for the electronic energy: -346.92625 a.u. For the LUMO energy, the calculation gives 0.75 eV. The maximum force is 0.04027 Eh/bohr. As for the charge: 0. Its multiplicity is 1. Its SMILES is C=C/C(O)=C/C.O.


[11]
C4H6N4 | ωB97M-V/def2-TZVPD

The geometry in XYZ format:
```
14
Properties=species:S:1:pos:R:3
C -2.205 -0.860 0.092
C -1.127 1.009 -0.114
C 1.442 0.957 0.006
C 1.683 -1.051 0.002
H -1.614 -1.163 1.063
H -1.688 -1.296 -0.754
H -3.236 -1.266 0.210
H -0.823 2.117 -0.281
H 1.712 2.116 0.234
H 2.229 -2.035 -0.296
N -2.248 0.565 0.057
N 0.175 0.371 -0.100
N 2.380 0.187 0.174
N 0.360 -0.953 -0.145
```

As for the electronic energy: -374.94884 a.u. For the LUMO energy, the calculation gives 0.89 eV. The maximum force is 0.16136 Eh/bohr. As for the charge: 0. Its multiplicity is 1.